54
Properties=species:S:1:pos:R:3:forces:R:3 method="wB97M-V/def2-TZVPD" total_energy_ha=-1491.47227 spin_multiplicity=1 homo_ev=-8.976 de_lowest_kj_mol=86.0 smiles="CCN(CC)C(=O)N1CCN(S(=O)(=O)c2c(C)cc(C)cc2C)CC1"
C -1.358795 -1.356150 1.653474 -0.278 -0.030 -0.090
C -2.640156 -1.442841 0.830320 0.230 0.164 0.238
N -2.330717 -1.329661 -0.589744 0.132 -0.009 0.174
C -3.039773 -2.231117 -1.479570 -0.312 -0.120 -0.211
C -4.552576 -1.999152 -1.467522 0.312 -0.059 -0.004
C -1.997724 -0.061631 -1.015925 -0.078 -0.143 -0.261
O -2.207101 0.931573 -0.346634 -0.140 0.163 0.232
N -1.414874 -0.014372 -2.278595 -0.176 0.131 0.078
C -1.153770 1.315504 -2.814848 -0.119 0.182 -0.027
C 0.348310 1.648835 -2.791435 0.017 0.340 -0.306
N 0.941967 0.966882 -1.665563 0.767 0.475 0.472
S 2.417126 1.555029 -1.094249 -0.314 -0.162 -0.342
O 2.429517 2.978367 -1.280769 -0.146 -0.001 0.078
O 3.481002 0.823474 -1.730230 -0.105 -0.102 0.323
C 2.248716 1.131114 0.644419 0.035 0.056 -0.527
C 3.103874 0.220738 1.265674 0.178 -0.180 0.067
C 4.283936 -0.391959 0.580979 0.197 -0.136 -0.041
C 2.851484 -0.124896 2.587677 -0.105 0.118 -0.089
C 1.786423 0.412983 3.295835 0.005 0.018 -0.129
C 1.545555 0.028604 4.723056 0.039 0.046 -0.016
C 0.972951 1.334673 2.658546 0.177 -0.035 -0.129
C 1.184043 1.708973 1.334953 -0.152 0.139 0.258
C 0.249818 2.695334 0.719664 -0.283 0.167 -0.032
C 0.945952 -0.473547 -1.806545 0.116 -0.670 0.021
C -0.321283 -0.926323 -2.554161 0.225 -0.031 0.074
H -0.660757 -2.135049 1.354001 0.076 -0.096 -0.008
H -0.884305 -0.389582 1.510068 0.062 0.085 0.021
H -1.586838 -1.477852 2.709054 0.040 0.016 0.174
H -3.118996 -2.409083 0.994759 -0.037 0.038 -0.061
H -3.326171 -0.645869 1.137868 -0.032 -0.174 -0.031
H -2.680232 -2.077004 -2.496379 0.050 -0.116 0.091
H -2.815475 -3.259713 -1.177896 0.037 0.057 -0.104
H -4.975386 -2.193486 -0.485459 -0.078 -0.008 0.087
H -4.769037 -0.968612 -1.738805 -0.072 0.107 -0.041
H -5.031056 -2.658870 -2.186785 -0.106 -0.061 -0.058
H -1.711029 2.025164 -2.202599 0.091 -0.061 -0.136
H -1.528354 1.352918 -3.843436 0.083 0.093 0.054
H 0.830554 1.348407 -3.733921 -0.035 0.080 0.051
H 0.514394 2.715586 -2.647716 -0.121 -0.004 -0.189
H 4.849106 -1.003198 1.281410 -0.001 -0.009 0.043
H 4.932487 0.378936 0.172759 0.107 -0.074 -0.018
H 3.969515 -1.009693 -0.257213 0.084 -0.064 -0.028
H 3.505983 -0.832006 3.076972 0.100 -0.087 0.011
H 2.155503 0.648304 5.380571 0.009 0.006 0.098
H 1.816524 -1.010350 4.895432 -0.004 -0.069 0.061
H 0.502754 0.174382 4.992720 -0.069 -0.014 0.070
H 0.145945 1.775604 3.196022 -0.118 0.074 0.041
H 0.748211 3.286706 -0.038877 -0.149 0.163 0.089
H -0.588175 2.171257 0.258629 -0.004 0.046 -0.005
H -0.153659 3.353308 1.486401 -0.003 0.048 0.062
H 1.846750 -0.808526 -2.341279 -0.173 -0.092 0.046
H 0.962602 -0.894080 -0.796117 -0.010 -0.167 -0.069
H -0.571651 -1.938897 -2.244657 0.040 0.047 -0.119
H -0.153113 -0.919139 -3.634332 0.010 -0.083 0.060

---

16
Properties=species:S:1:pos:R:3:forces:R:3 method="wB97M-V/def2-TZVPD" total_energy_ha=-234.37682 spin_multiplicity=1 homo_ev=-6.925 de_lowest_kj_mol=592.5
C -0.208639 2.190124 0.272295 1.417 0.056 -0.330
C -0.713582 1.952948 -0.929506 0.180 0.068 3.976
C -1.139382 1.070935 0.162180 4.095 -2.212 -2.749
C 0.972320 -0.869339 -1.088360 -1.667 -1.237 -0.255
C 0.135926 -1.199114 1.343927 -1.207 -2.286 -1.866
C -0.136220 -1.081011 -0.143511 -3.581 0.447 1.708
H 0.578182 2.721103 0.894816 -1.420 -0.733 -0.955
H -0.890685 2.305387 -1.867006 -0.221 0.663 -2.435
H -2.047157 0.984543 0.595113 -2.872 -0.461 1.318
H 0.527323 -0.547106 -1.999455 0.014 0.928 -0.940
H 1.603458 -1.686160 -1.383194 0.085 -1.122 0.213
H 1.605894 -0.219022 -0.624700 1.889 2.456 0.678
H 0.831512 -1.936168 1.577686 1.973 -1.502 0.121
H -0.661445 -1.550143 1.972849 -1.082 0.459 -0.088
H 0.498107 -0.320221 1.656735 1.366 3.279 1.633
H -0.955613 -1.816758 -0.439869 1.030 1.198 -0.030

---

16
Properties=species:S:1:pos:R:3:forces:R:3 method="wB97M-V/def2-TZVPD" total_energy_ha=-159.58010 spin_multiplicity=1 homo_ev=-11.805 de_lowest_kj_mol=12.8 smiles=CC.CC
C 0.044590 0.897175 1.524861 0.628 -0.027 0.790
C 0.408541 1.725544 2.758841 -0.522 0.161 -0.111
H -1.023919 0.936657 1.365436 -0.250 -0.442 -0.036
H 0.515679 1.294906 0.656527 0.299 0.551 -0.795
H 0.450210 -0.111554 1.602408 -0.458 -0.202 0.084
H -0.125649 2.672259 2.698999 0.007 0.161 0.133
H 1.460897 1.970643 2.840461 0.251 -0.172 -0.066
H 0.090739 1.239096 3.681407 0.045 -0.034 -0.006
C -0.642068 -1.937849 -2.235688 -0.672 0.688 0.068
C 0.199815 -0.669726 -2.082244 -0.075 -0.419 0.723
H -1.443185 -1.719876 -2.947142 0.083 -0.275 -0.152
H -0.117948 -2.836397 -2.546219 0.190 0.049 -0.020
H -1.162811 -2.121569 -1.292786 0.172 -0.262 0.011
H 0.970292 -0.812895 -1.320536 0.226 -0.039 -0.260
H -0.439163 0.105536 -1.654250 0.018 0.180 -0.347
H 0.643717 -0.335734 -3.014973 0.057 0.081 -0.014